Record 1
{
  "formula": "C26H39B2F4N5O4SSi2Ti",
  "method": "ωB97M-V/def2-TZVPD",
  "charge": 1,
  "lumo_ev": [-4.95, -4.97],
  "homo_ev": [-11.050, -11.341],
  "gap_ev": [6.10, 6.37],
  "relative_energy_kj_mol": 0.0,
  "spin_multiplicity": 2,
  "energy_ev": -105166.6986,
  "symbols": ["Ti", "C", "C", "N", "O", "B", "F", "F", "O", "N", "C", "C", "C", "N", "O", "B", "F", "F", "O", "N", "C", "C", "C", "H", "H", "H", "H", "H", "H", "H", "H", "H", "H", "H", "H", "C", "Si", "C", "C", "C", "C", "C", "C", "C", "C", "N", "Si", "C", "C", "C", "H", "H", "H", "H", "H", "H", "H", "H", "H", "H", "H", "H", "H", "H", "H", "H", "H", "H", "H", "H", "H", "H", "S", "C", "C", "C", "C", "C", "C", "H", "H", "H", "H", "H"],
  "positions_angstrom": [[-0.281, -0.545, 0.143], [-0.104, 3.352, -1.710], [0.130, 2.073, -1.002], [-0.785, 1.217, -0.749], [-2.063, 1.397, -1.133], [-3.062, 1.494, 0.029], [-4.279, 1.630, -0.541], [-2.656, 2.510, 0.862], [-3.118, 0.183, 0.830], [-1.941, -0.218, 1.342], [-1.809, -0.420, 2.603], [-2.888, -0.220, 3.599], [-0.440, -0.927, 2.996], [0.332, -1.109, 1.991], [1.580, -1.597, 2.140], [2.660, -0.520, 1.987], [3.847, -1.140, 2.155], [2.368, 0.504, 2.864], [2.680, 0.048, 0.568], [1.515, 0.534, 0.113], [1.495, 1.665, -0.494], [2.675, 2.544, -0.666], [-0.034, -1.233, 4.388], [-1.168, 3.563, -1.754], [0.285, 3.281, -2.729], [0.423, 4.163, -1.207], [-3.753, 0.235, 3.128], [-2.525, 0.422, 4.403], [-3.178, -1.178, 4.039], [3.527, 2.137, -0.132], [2.445, 3.541, -0.285], [2.921, 2.637, -1.726], [-0.875, -1.193, 5.074], [0.721, -0.502, 4.687], [0.440, -2.214, 4.423], [-1.230, -2.583, -4.399], [-1.242, -1.299, -3.043], [-0.883, 0.352, -3.843], [-2.945, -1.438, -2.295], [0.037, -1.693, -1.646], [-0.514, -2.900, -0.942], [-0.507, -4.246, -1.314], [-1.123, -5.161, -0.487], [-1.721, -4.746, 0.706], [-1.671, -3.414, 1.026], [-1.089, -2.531, 0.206], [1.865, -2.003, -2.205], [1.986, -2.994, -3.784], [2.720, -2.994, -0.880], [2.781, -0.411, -2.561], [-2.149, -2.420, -4.972], [-1.265, -3.611, -4.034], [-0.395, -2.493, -5.088], [-1.133, 0.289, -4.904], [0.175, 0.616, -3.780], [-1.476, 1.158, -3.412], [-3.676, -1.033, -2.999], [-3.106, -0.923, -1.349], [-3.183, -2.496, -2.147], [-0.029, -4.553, -2.232], [-1.145, -6.207, -0.763], [-2.207, -5.448, 1.368], [-2.112, -3.027, 1.937], [1.353, -3.879, -3.839], [3.025, -3.331, -3.847], [1.788, -2.387, -4.668], [2.449, -4.051, -0.952], [2.509, -2.666, 0.138], [3.801, -2.923, -1.021], [2.143, 0.367, -2.986], [3.552, -0.630, -3.304], [3.286, -0.022, -1.677], [-0.150, 2.215, 2.736], [0.215, 3.846, 3.070], [-0.115, 4.849, 2.133], [0.198, 6.167, 2.390], [0.860, 6.506, 3.568], [1.189, 5.530, 4.504], [0.857, 4.211, 4.270], [-0.650, 4.564, 1.236], [-0.071, 6.938, 1.680], [1.116, 7.540, 3.760], [1.697, 5.806, 5.419], [1.097, 3.440, 4.990]],
  "forces_ev_per_a": [[0.04, -1.42, -1.31], [0.01, 0.01, 0.00], [0.24, -0.04, 0.02], [-0.06, 0.15, 0.35], [-0.01, 0.13, 0.08], [-0.06, -0.12, -0.02], [0.01, -0.01, 0.00], [0.01, 0.01, 0.00], [0.01, 0.11, -0.01], [0.10, 0.39, 0.16], [0.13, -0.21, 0.11], [0.01, 0.07, 0.02], [-0.35, -0.09, -0.02], [0.13, 0.48, 0.25], [0.06, 0.08, 0.00], [0.00, -0.08, -0.03], [0.00, 0.01, 0.01], [-0.01, 0.01, 0.00], [-0.02, -0.04, 0.07], [-0.17, 0.13, 0.20], [-0.21, 0.08, -0.07], [-0.01, 0.03, 0.01], [0.02, 0.06, 0.00], [0.00, 0.00, 0.00], [0.01, 0.01, 0.01], [-0.01, 0.01, -0.01], [0.00, 0.01, -0.01], [-0.01, -0.01, 0.00], [0.01, 0.01, 0.01], [0.00, 0.00, 0.00], [0.02, 0.00, 0.01], [-0.01, 0.02, 0.01], [0.01, 0.00, 0.01], [-0.01, 0.00, 0.02], [0.00, 0.00, 0.00], [0.02, -0.12, -0.03], [0.07, 0.02, 0.05], [0.02, 0.10, -0.04], [-0.09, 0.01, 0.09], [-0.15, -0.17, 0.32], [0.16, 0.06, -0.20], [0.05, 0.05, 0.00], [-0.03, -0.03, 0.04], [0.02, -0.01, -0.04], [-0.06, 0.02, -0.05], [0.05, 0.16, 0.05], [-0.11, 0.14, 0.04], [-0.05, -0.06, -0.11], [0.01, -0.06, 0.12], [0.06, 0.11, -0.02], [0.01, 0.00, 0.00], [-0.01, 0.01, 0.00], [0.03, 0.01, -0.02], [0.00, 0.01, 0.01], [-0.01, 0.00, -0.03], [0.01, -0.02, 0.01], [0.01, -0.02, 0.00], [0.00, -0.01, -0.01], [-0.03, 0.01, -0.01], [0.00, 0.00, -0.01], [0.01, 0.00, 0.01], [-0.01, -0.01, -0.02], [0.00, 0.01, 0.00], [0.00, -0.01, 0.02], [-0.01, 0.01, -0.01], [0.00, 0.01, -0.01], [0.02, 0.00, 0.00], [0.02, 0.01, 0.00], [-0.01, -0.01, -0.01], [0.01, -0.01, -0.02], [-0.01, 0.00, 0.00], [0.01, -0.04, -0.05], [0.04, -0.05, 0.11], [0.00, 0.10, -0.06], [0.04, -0.02, 0.01], [0.01, -0.02, 0.01], [0.01, 0.03, 0.00], [-0.02, -0.01, -0.01], [-0.04, 0.01, 0.00], [0.01, -0.01, 0.00], [0.00, 0.00, 0.01], [-0.01, 0.00, 0.00], [0.00, 0.00, 0.00], [0.00, 0.00, -0.01]]
}

=====

Record 2
{
  "formula": "C26H39BIN7O5OsS2",
  "method": "ωB97M-V/def2-TZVPD",
  "charge": 2,
  "lumo_ev": [-5.02, -8.96],
  "homo_ev": [-13.440, -13.451],
  "gap_ev": [8.42, 4.49],
  "relative_energy_kj_mol": 35.3,
  "spin_multiplicity": 5,
  "energy_ev": -81165.7560,
  "symbols": ["Os", "C", "C", "C", "C", "C", "N", "N", "B", "N", "N", "C", "C", "C", "C", "C", "N", "N", "C", "C", "C", "C", "C", "H", "H", "H", "H", "H", "H", "H", "H", "H", "H", "H", "H", "H", "H", "H", "H", "H", "H", "H", "H", "H", "H", "N", "C", "O", "C", "I", "H", "H", "H", "H", "C", "S", "O", "O", "O", "H", "H", "H", "C", "C", "C", "C", "C", "C", "C", "S", "C", "O", "H", "H", "H", "H", "H", "H", "H", "H", "H", "H"],
  "positions_angstrom": [[-0.304, 1.599, -0.066], [-1.952, 4.657, 0.657], [-1.918, 3.607, 1.710], [-2.388, 3.697, 3.015], [-2.046, 2.507, 3.636], [-2.282, 2.081, 5.039], [-1.404, 1.742, 2.735], [-1.340, 2.405, 1.545], [-0.736, 0.376, 2.883], [-1.514, -0.615, 1.936], [-1.658, -0.293, 0.684], [-2.366, -1.327, 0.054], [-2.669, -1.249, -1.386], [-2.665, -2.281, 1.003], [-2.119, -1.824, 2.205], [-2.125, -2.441, 3.544], [0.742, 0.485, 2.438], [1.101, 1.213, 1.327], [2.427, 1.427, 1.385], [3.185, 2.207, 0.375], [2.926, 0.829, 2.534], [1.844, 0.258, 3.181], [1.826, -0.466, 4.479], [-1.459, 5.557, 1.024], [-1.454, 4.339, -0.256], [-2.981, 4.926, 0.423], [-2.894, 4.531, 3.462], [-2.818, 2.862, 5.571], [-2.875, 1.169, 5.082], [-1.341, 1.898, 5.556], [-0.807, -0.024, 3.995], [-1.848, -0.769, -1.914], [-2.826, -2.247, -1.791], [-3.582, -0.668, -1.550], [-3.207, -3.196, 0.862], [-2.636, -3.397, 3.525], [-1.106, -2.583, 3.907], [-2.620, -1.784, 4.260], [2.700, 3.160, 0.172], [4.186, 2.395, 0.754], [3.264, 1.651, -0.559], [3.947, 0.834, 2.865], [2.843, -0.714, 4.769], [1.391, 0.150, 5.265], [1.250, -1.387, 4.418], [-1.845, 1.610, -3.502], [-2.402, 2.158, -2.446], [-1.877, 2.152, -1.310], [-3.734, 2.833, -2.590], [-5.282, 1.379, -2.828], [-0.898, 1.205, -3.474], [-2.337, 1.618, -4.383], [-3.767, 3.478, -3.465], [-3.960, 3.395, -1.690], [2.275, 2.472, -3.800], [1.598, 1.204, -2.775], [0.575, 0.506, -3.532], [2.685, 0.403, -2.267], [0.945, 2.016, -1.666], [2.586, 2.001, -4.728], [3.129, 2.904, -3.290], [1.516, 3.222, -3.989], [2.953, -5.351, -4.719], [2.621, -4.364, -3.643], [3.576, -3.977, -2.704], [3.268, -3.062, -1.712], [1.983, -2.543, -1.656], [1.012, -2.900, -2.577], [1.343, -3.804, -3.569], [1.626, -1.417, -0.330], [1.084, -2.644, 0.876], [0.320, -0.707, -0.694], [4.007, -5.618, -4.702], [2.716, -4.947, -5.703], [2.370, -6.264, -4.593], [4.576, -4.382, -2.762], [4.027, -2.738, -1.014], [0.040, -2.436, -2.542], [0.604, -4.075, -4.310], [0.302, -3.260, 0.440], [0.730, -2.107, 1.754], [1.944, -3.255, 1.141]],
  "forces_ev_per_a": [[0.12, 0.39, -0.19], [0.01, -0.02, -0.06], [0.04, -0.05, 0.03], [0.06, -0.13, -0.02], [0.02, 0.11, -0.07], [-0.02, -0.01, 0.06], [-0.02, -0.07, 0.04], [0.04, -0.04, -0.12], [0.20, 0.20, -0.01], [0.19, 0.63, -0.44], [0.04, -0.01, 0.78], [-0.24, -0.54, 0.00], [0.09, -0.16, 0.16], [0.05, 0.19, -0.15], [-0.23, -0.43, -0.21], [-0.01, 0.08, -0.13], [-0.10, -0.05, 0.14], [0.01, -0.01, -0.11], [0.05, 0.16, 0.02], [0.05, -0.03, -0.02], [-0.17, -0.07, 0.04], [0.04, 0.07, -0.09], [0.02, -0.02, 0.02], [0.01, 0.02, 0.01], [-0.01, 0.02, 0.01], [-0.04, 0.01, -0.04], [-0.06, 0.09, 0.05], [-0.01, 0.01, 0.02], [-0.03, -0.04, 0.02], [0.03, -0.01, 0.03], [-0.01, -0.05, 0.09], [0.04, 0.05, -0.03], [-0.06, 0.01, -0.01], [0.00, 0.04, 0.02], [-0.08, -0.13, -0.04], [-0.03, -0.04, -0.03], [0.08, 0.00, 0.01], [-0.04, 0.06, 0.06], [-0.02, 0.03, -0.02], [0.01, 0.03, 0.01], [0.04, 0.01, 0.07], [0.10, -0.02, 0.03], [0.01, -0.01, 0.01], [-0.03, 0.03, 0.04], [-0.03, -0.07, 0.01], [-0.34, 0.26, 0.10], [-0.04, 0.00, -0.60], [0.06, -0.13, 0.61], [-0.04, 0.00, 0.01], [-0.02, 0.09, -0.01], [0.07, -0.19, -0.04], [-0.03, 0.03, 0.02], [-0.01, -0.04, 0.03], [0.02, 0.00, -0.04], [-0.03, -0.14, 0.10], [0.58, 0.02, 0.00], [0.09, -0.16, -0.03], [-0.32, 0.03, -0.17], [-0.17, -0.05, 0.16], [0.04, -0.05, -0.03], [0.04, 0.04, 0.05], [-0.10, 0.05, -0.04], [0.01, -0.05, -0.07], [-0.06, 0.10, 0.11], [-0.10, -0.02, -0.06], [-0.13, 0.14, -0.04], [0.06, 0.02, 0.09], [0.19, 0.06, 0.02], [0.11, -0.03, 0.02], [0.15, -0.36, 0.13], [0.04, 0.13, -0.09], [-0.22, 0.14, -0.20], [0.01, -0.01, -0.01], [0.01, 0.00, -0.02], [0.00, -0.02, 0.00], [0.07, -0.04, 0.00], [0.06, 0.01, 0.07], [-0.16, 0.04, 0.01], [-0.06, -0.04, -0.05], [-0.03, -0.02, -0.06], [0.04, 0.02, 0.05], [0.07, -0.07, 0.01]]
}